Record 1
13
Properties=species:S:1:pos:R:3 method="wB97M-V/def2-TZVPD" smiles="N/C(=C/C=O)OC=O" homo_lumo_gap_ev=9.13
O -0.8300 1.2480 -0.1276
C 0.2578 2.0523 -0.5482
C -0.7099 -0.2164 -0.3591
H 0.0424 3.0193 0.1124
O 1.3693 -1.8951 2.2301
C 0.7878 -1.0483 1.5495
H -1.9073 -1.8965 -0.9736
C 0.1875 -1.0385 0.3441
N -1.5543 -0.9073 -1.3313
H -2.0530 -0.0411 -1.9566
O 0.8200 1.7615 -1.5692
H 0.8075 0.0392 1.9669
H -0.0224 -2.1792 -0.0143



Record 2
53
Properties=species:S:1:pos:R:3 method="wB97M-V/def2-TZVPD" spin_multiplicity=6 total_charge=+1 s_squared=8.77 homo_lumo_gap_ev="6.22 / 5.86"
H 2.7700 -1.9971 -0.8543
H 0.9722 -2.4467 -3.1317
N 1.0166 -1.0256 4.5915
C 1.2886 -0.2836 -3.0889
O 1.3108 -0.4647 -0.6797
H -1.4843 0.8490 -3.9206
C 3.1698 0.2414 2.4019
H 1.8775 0.1542 -3.9041
C -2.9920 0.4750 -2.3967
H 1.6275 3.1528 1.6243
H -2.9764 1.0186 -0.2443
H -1.4174 0.4635 1.0230
H 0.2324 -0.2449 -3.3624
H -1.0230 -1.1184 -1.2144
H 0.8474 1.3111 -1.6118
H -1.3753 1.3262 -1.0989
H -0.8977 -0.2081 4.7457
H -4.8306 -0.0381 -1.4528
C 2.1780 2.2136 1.6728
C -2.2857 0.7164 -1.0414
C -1.2282 -1.5297 1.9986
C -2.0760 -0.8074 -1.1202
C -0.7770 -0.1686 1.6358
H -2.3284 2.3051 -3.3191
C 2.7807 1.5712 0.5505
H -1.1568 -2.7360 3.8606
C -0.9353 -1.8261 3.2922
C -0.1202 0.3590 2.8415
H 2.1439 1.6258 3.8329
H -4.7736 1.6374 -2.0395
H 3.5020 -0.5772 3.0470
C -2.4460 1.2491 -3.5879
H 3.9381 -0.3832 0.3859
H 1.0144 -2.5117 -0.8050
H -1.8164 -2.1330 1.3198
C 3.4043 0.3519 0.9979
C 1.5197 0.4683 -1.8072
C 1.6901 -1.7165 -2.7375
H -2.6679 -1.3819 -0.3793
H 2.7549 2.0001 -0.4374
H -3.1844 1.1678 -4.3935
S 2.9613 0.0855 6.2480
C 2.4217 1.3908 2.8094
C 1.7515 -1.8035 -1.2066
C -0.2603 -0.6723 3.9815
C 1.8306 -0.4706 5.3161
C -4.4980 0.6078 -2.2734
H -0.3207 1.3815 3.1623
H 2.6766 -1.9730 -3.1461
Ir 1.2068 0.2432 1.3938
H -4.9219 0.2934 -3.2350
H 2.5621 0.8070 -1.7883
O -2.6562 -0.9486 -2.4552



Record 3
110
Properties=species:S:1:pos:R:3 method="wB97M-V/def2-TZVPD" smiles=OCCO.OCCO.CCO.CCO.CCO.CCO.CCO.CCO.CCO.CCO.CCO.CCO homo_lumo_gap_ev=10.64
O -13.4018 -1.4412 13.6499
H -21.1628 -3.3828 7.1216
O -18.5804 1.4860 9.4494
H -19.8413 0.0110 16.6142
H -16.1340 2.3886 16.5792
C -20.8701 4.4879 13.4273
O -19.0312 -2.2774 9.2711
H -15.6900 -0.4438 12.9222
C -13.1900 1.9694 9.2528
H -13.6566 2.9794 9.3406
H -20.0335 6.4676 13.3736
H -20.5682 -1.3833 8.2636
H -12.7690 1.6989 8.2520
C -19.8370 2.0989 16.8925
O -14.0349 3.7195 11.7177
H -11.7374 -3.6406 13.2641
C -18.1622 0.6220 7.3336
H -19.9598 3.6529 15.6512
H -21.7505 4.5942 12.8007
H -12.0171 4.3408 11.4443
H -15.6122 -1.9494 11.2909
H -13.9933 -3.9901 11.8769
H -15.2218 1.2113 8.9677
H -20.9416 2.0416 17.0654
H -22.5178 0.8314 10.6313
H -21.0316 -2.8459 9.2655
C -14.2800 0.9836 9.5535
C -14.6709 -3.6705 11.1186
H -17.7872 2.0914 9.5190
C -15.1431 2.5287 16.1931
H -17.5194 3.8160 12.1111
C -20.6202 0.2880 11.5069
H -17.1555 -0.9466 10.9169
O -20.1146 -0.7726 12.3576
C -14.7422 1.1709 15.4876
H -15.5732 3.3574 10.4715
O -17.2412 -1.3720 11.7772
H -22.5609 0.0578 12.2380
O -11.9584 2.6812 13.2403
H -15.2632 1.0745 14.5457
H -13.0628 0.5282 14.6329
H -15.0543 3.3642 15.4616
H -12.2642 2.1779 13.9910
H -18.8211 5.7245 10.9307
H -11.6719 4.6672 13.8692
C -12.8734 4.5244 12.1164
H -20.4631 1.2275 11.9776
H -11.6692 -1.3466 12.6041
H -13.8207 2.8084 11.7350
H -15.6505 -4.0957 11.3181
H -18.0368 -0.2944 7.9625
H -19.1883 -1.8931 10.1311
C -17.2056 4.2939 11.2289
H -17.1337 0.9675 7.0710
H -13.3152 -3.6069 9.5323
C -19.0189 1.5644 8.1150
O -13.3079 1.2384 15.2303
C -19.5481 0.8991 16.0690
H -19.7329 5.5845 14.9218
H -19.0850 4.1432 10.0804
H -13.1214 5.5830 12.3115
H -18.5379 0.4044 6.2827
C -11.9717 -1.5315 13.6300
C -17.4105 0.8558 12.7067
H -20.0532 4.1678 12.7419
H -12.1242 -3.2461 14.9954
H -17.3478 1.2917 13.7392
H -21.2615 6.2983 14.7558
H -17.0711 -0.9600 13.7610
H -20.6970 2.7144 14.2954
O -14.6958 -2.2301 11.3057
H -20.1338 0.3055 10.5334
H -10.4274 -3.0080 14.3083
H -11.6006 -0.7169 14.2559
H -14.9694 -3.5164 8.9445
H -14.1774 -5.1100 9.6057
H -14.0361 0.2669 11.3582
H -13.4025 3.9507 14.0404
O -20.3061 0.8660 14.8597
C -22.0468 0.0680 11.2760
O -14.5824 0.9648 10.9476
H -18.4374 0.7707 12.3731
H -14.3754 2.7525 16.9574
H -18.4291 0.8053 15.9859
C -20.1206 -3.3926 7.5047
C -14.2685 -4.0301 9.7115
H -16.5396 5.0760 11.3751
H -20.1270 0.1473 14.2365
H -13.7683 -1.8042 12.8135
O -16.5235 3.3532 10.3625
H -15.0350 0.3169 16.0823
C -16.7824 -0.4820 12.8278
H -20.0611 1.2440 8.1447
H -12.4391 1.9947 10.0258
H -13.9822 -0.0451 9.2046
C -18.3412 4.8759 10.4320
H -19.8768 -4.3431 7.9228
C -20.4691 5.8078 14.1699
C -12.4769 4.0408 13.4329
H -19.1570 -0.9070 12.2341
O -19.4062 3.3087 16.3945
C -20.2747 -2.3981 8.5889
H -19.4580 -3.1295 6.7056
H -17.9638 5.3643 9.4819
H -19.3640 1.9106 17.8333
O -21.2737 3.5111 14.3187
H -19.0232 2.5521 7.7169
H -22.2635 -0.9056 10.8102
H -16.7504 1.4611 12.1046
C -11.5426 -2.9707 14.1322



Summary of relative energy (zero: lowest compared OMol25 entry of this formula, charge and spin) in kJ/mol
418.1 136.7 55.4
(order as listed above)